No. 1
Here is C7H12Ag5Br6O3 as an isolated structure in a non-equilibrium geometry from the OMol25 dataset. Energies are from wB97M-V/def2-TZVPD.

The maximum force is 1.75 eV Å⁻¹. Its highest occupied orbital energy is -16.221 eV. The value obtained for the energy above the lowest of the compared OMol25 structures with the same formula, charge and spin is 36.2 kcal/mol. The calculation puts the LUMO energy at -0.475 Eh. Its charge is +3. The calculation puts the orbital gap at 3.29 eV.

Atoms and positions in Å:
Ag -18.92298 -16.41843 9.55711
Ag -18.31656 -13.52118 11.26362
Ag -21.75682 -13.69806 9.66695
Ag -18.07358 -15.38582 5.66451
Ag -20.78983 -13.01471 6.48595
C -18.63518 -13.55481 8.43873
O -17.74958 -14.22634 9.13532
O -18.59173 -13.53945 7.16045
O -19.61623 -13.00820 9.08925
Br -14.05736 -13.44298 6.11936
C -15.24718 -12.95624 7.66299
C -16.13516 -11.81839 7.27277
Br -15.24626 -10.07864 7.20786
H -14.52097 -12.73622 8.44070
H -15.81935 -13.83682 7.94772
H -16.89467 -11.77183 8.06155
H -16.61118 -12.04215 6.32098
Br -17.25379 -8.20912 10.10218
C -18.74407 -8.01886 8.85250
C -19.05272 -9.37589 8.20021
Br -20.61470 -9.14240 7.07050
H -18.55675 -7.35357 8.01100
H -19.61021 -7.61090 9.36524
H -19.40437 -10.15000 8.88104
H -18.18933 -9.79792 7.69168
Br -16.09983 -14.56573 13.42873
C -14.59915 -15.34197 12.39881
C -15.03320 -15.63496 10.96960
Br -13.54928 -15.42773 9.76035
H -14.24741 -16.26534 12.85809
H -13.81962 -14.60684 12.56485
H -15.69140 -14.82931 10.64114
H -15.50325 -16.59683 10.79120



No. 2
Here is C7H12B3Cl2F3O5SYb as an isolated structure in a non-equilibrium geometry from the OMol25 dataset. Energies are from wB97M-V/def2-TZVPD.

The maximum force is 6.97 eV Å⁻¹. Its highest occupied orbital energy is -14.561 eV. The calculation puts the LUMO energy at -0.360 Eh. Its charge is +2. The calculation puts the orbital gap at 4.76 eV.

Atoms and positions in Å:
C 1.50660 -1.72852 1.70691
C 1.96174 -2.62425 0.39133
Cl 3.68623 -2.20269 -0.22045
C 0.84242 -2.66514 -0.81150
B 0.52445 -1.21320 -1.51374
O -0.75944 -0.87613 -2.22403
B -1.46318 0.03599 -1.25448
C -3.08530 -0.24321 -1.07589
C -3.79038 0.59538 0.14435
C -3.37984 -0.00384 1.65088
Cl -3.60724 2.44546 0.02220
O -0.68915 1.10334 -0.59125
B 0.73544 1.09075 -0.97645
S 1.73649 2.71658 -0.81579
O 2.90862 2.75547 -1.85132
O 0.82043 3.98096 -0.87219
C 2.51587 2.75465 0.92864
F 2.35981 4.08308 1.56746
F 2.00540 1.61835 1.77057
F 3.99900 2.55280 0.72348
O 1.50855 -0.07995 -1.44932
H 0.86024 -0.78844 1.44678
H 2.44821 -1.34906 2.29414
H 0.81017 -2.45041 2.35095
H 2.04734 -3.74506 0.79290
H -0.17246 -3.02790 -0.29905
H 1.06986 -3.47664 -1.65063
H -3.19125 -1.39650 -0.78779
H -3.65382 -0.14557 -2.11965
H -4.96178 0.38255 0.05593
H -2.79738 0.77752 2.29899
H -4.39161 -0.22793 2.24359
H -2.84226 -1.04840 1.54796
Yb 4.43822 2.39999 -3.42354